Computed, not measured: a structure of composition C25H34BrN4Pd, with the ωB97M-V functional and the def2-TZVPD basis.

Atoms and positions in Å:
Pd  -1.203  -0.221  -0.359
N  3.523  4.275  -1.699
C  2.222  3.557  -1.371
C  2.520  2.410  -0.411
C  1.248  1.729  0.128
N  0.598  0.862  -0.899
C  0.263  2.760  0.672
C  -0.044  3.882  -0.322
N  -0.739  3.312  -1.491
C  1.244  4.567  -0.788
H  4.215  3.650  -2.122
H  3.946  4.678  -0.857
H  3.366  5.045  -2.356
H  1.869  3.189  -2.336
H  3.053  2.803  0.461
H  3.179  1.670  -0.874
H  1.573  1.062  0.930
H  1.292  0.260  -1.334
H  0.192  1.488  -1.610
H  0.686  3.193  1.581
H  -0.670  2.274  0.981
H  -0.641  4.641  0.191
H  -0.848  4.013  -2.218
H  -1.688  3.058  -1.231
H  1.699  5.083  0.063
H  1.000  5.332  -1.531
Br  -3.749  0.406  -0.476
C  -4.014  -0.028  1.366
C  -5.251  0.023  1.932
C  -5.364  -0.266  3.311
C  -4.260  -0.582  4.052
C  -2.970  -0.644  3.467
C  -1.815  -0.966  4.216
C  -0.571  -1.011  3.644
C  -0.416  -0.744  2.262
C  -1.543  -0.453  1.552
C  -2.850  -0.366  2.076
H  -6.128  0.280  1.354
H  -6.340  -0.228  3.772
H  -4.356  -0.794  5.109
H  -1.929  -1.176  5.272
H  0.302  -1.258  4.231
H  0.565  -0.788  1.814
C  2.448  -2.005  -2.539
N  2.556  -2.648  -1.256
C  3.408  -3.820  -1.203
C  1.604  -2.386  -0.240
C  0.183  -2.829  -0.647
C  -0.055  -4.215  -0.744
C  -1.223  -4.715  -1.286
C  -2.207  -3.868  -1.783
C  -2.060  -2.487  -1.695
C  -0.880  -2.084  -1.092
H  2.393  -2.736  -3.351
H  3.300  -1.346  -2.748
H  1.523  -1.423  -2.599
H  4.409  -3.565  -1.554
H  3.029  -4.641  -1.821
H  3.494  -4.165  -0.174
H  1.574  -1.330  0.048
H  1.873  -2.954  0.651
H  0.715  -4.887  -0.385
H  -1.364  -5.785  -1.346
H  -3.091  -4.265  -2.264
H  -2.797  -1.825  -2.123

The total charge is +3. The spin multiplicity is 1. The calculation puts the orbital gap at 4.8 eV.

---

Computed, not measured: an isolated molecule of C9H6N4, with the ωB97M-V functional and the def2-TZVPD basis.

Atoms and positions in Å:
C  3.131  -1.210  -0.271
C  2.352  -0.022  0.351
C  0.948  -0.093  -0.097
C  -1.286  -0.122  0.346
C  -1.904  1.116  0.007
C  -3.167  1.196  -0.422
C  -3.893  0.101  -0.443
C  -2.168  -1.227  0.387
C  2.955  1.230  0.102
H  2.534  -0.319  1.355
H  0.789  0.223  -1.052
H  -1.008  2.025  -0.113
H  -3.623  2.330  -0.585
H  -4.729  -0.131  -0.739
H  -1.666  -2.376  0.733
N  3.695  -2.015  -0.684
N  0.000  -0.189  0.881
N  -3.411  -1.141  -0.029
N  3.416  2.263  -0.075

The spin multiplicity is 1. The calculation puts the orbital gap at 9.0 eV. As for the SMILES: N#CC(C#N)/C=N/c1cccnc1.

---

Computed, not measured: a structure of composition C30H30AsHoN5O5, with the ωB97M-V functional and the def2-TZVPD basis.

Atoms and positions in Å:
Ho  -0.620  3.594  0.046
O  0.468  1.528  -1.938
C  1.862  1.238  -2.280
C  2.742  1.257  -1.072
N  2.494  2.368  -0.183
C  2.904  3.741  -0.410
C  2.054  4.339  -1.493
O  2.490  4.711  -2.603
O  0.760  4.525  -1.205
C  2.601  2.032  1.223
C  1.261  1.580  1.832
O  1.117  0.759  2.715
O  0.161  2.095  1.232
H  0.066  1.927  -2.741
H  2.271  1.986  -3.019
H  2.099  0.238  -2.747
H  3.794  1.083  -1.350
H  2.505  0.269  -0.565
H  3.961  3.886  -0.659
H  2.666  4.360  0.492
H  2.866  2.892  1.938
H  3.315  1.241  1.401
N  -3.774  5.863  1.736
C  -2.880  6.702  2.433
C  -1.646  6.130  2.308
N  -1.740  5.009  1.487
C  -3.070  4.920  1.112
C  -3.498  4.155  -0.033
N  -2.694  3.346  -0.801
C  -3.568  2.620  -1.601
C  -4.833  3.040  -1.379
N  -4.778  4.011  -0.452
H  -4.807  5.937  1.734
H  -3.134  7.712  2.784
H  -0.729  6.331  2.808
H  -3.191  1.887  -2.290
H  -5.700  2.816  -1.956
H  -5.502  4.569  -0.034
C  4.347  -5.723  -0.067
C  3.860  -5.015  -1.188
C  2.766  -4.134  -1.040
C  2.234  -3.808  0.217
C  2.733  -4.552  1.306
C  3.764  -5.513  1.190
As  0.981  -2.257  0.677
C  0.003  -2.718  -1.095
C  -0.534  -1.630  -1.787
C  -1.262  -1.811  -3.017
C  -1.356  -3.092  -3.570
C  -0.822  -4.168  -2.915
C  -0.187  -4.018  -1.666
C  -0.299  -3.106  1.988
C  -0.872  -2.167  2.858
C  -2.101  -2.455  3.483
C  -2.737  -3.664  3.242
C  -2.090  -4.646  2.487
C  -0.929  -4.339  1.784
H  5.097  -6.554  -0.156
H  4.288  -5.182  -2.166
H  2.443  -3.522  -1.903
H  2.397  -4.327  2.304
H  4.233  -5.958  2.102
H  -0.470  -0.650  -1.280
H  -1.667  -0.946  -3.563
H  -1.912  -3.295  -4.481
H  -0.760  -5.137  -3.405
H  0.171  -4.869  -1.091
H  -0.446  -1.185  3.078
H  -2.496  -1.686  4.142
H  -3.681  -3.941  3.702
H  -2.499  -5.673  2.358
H  -0.486  -4.956  1.005

The total charge is +1. The expectation value of S² is 6.00. The spin multiplicity is 5. The calculation puts the orbital gap (alpha / beta) at 5.6 / 5.6 eV.

---

So what do the calculations give for calculated total energy? Going down the list: -3892.89857, -565.38051, -4994.86295 Eh.
So what do the calculations give for ΔE to the lowest compared entry with this formula, charge and spin? Going down the list: 34.1, 593.7, 250.4 kJ/mol.
So what do the calculations give for molecular weight? Going down the list: 576.90, 170.18, 780.45 g/mol.